Below is one molecule with the formula C2H2N4S, with properties calculated with ωB97M-V with the def2-TZVPD basis set.

XYZ file:
```
9
Properties=species:S:1:pos:R:3:lowdin_charge:R:1
S 0.909 -2.663 -0.268 0.676
C 0.531 -1.088 -0.035 -0.830
C -0.706 -0.513 -0.559 -0.173
N -1.043 0.712 -0.411 0.085
N -0.142 1.445 0.263 -0.062
N 0.952 1.024 0.845 0.007
N 1.345 -0.167 0.699 0.015
H -1.432 -1.160 -1.075 0.112
H -0.413 2.411 0.542 0.170
```

Results
SMILES: S=c1cn[nH]nn1
HOMO: -8.93 eV
Maximum force: 0.034 Eh/bohr
Relative energy (zero: lowest compared OMol25 entry of this formula, charge and spin): 0.965 eV
Calculated total energy: -694.522283 Eh